1.
Below is a molecular structure, C35H37F5HgOP2Te in a non-equilibrium geometry, with properties calculated with ωB97M-V/def2-TZVPD.

Total energy: -3034.34364 Eh
Strongest force on any atom: 2.36 eV Å⁻¹

Positions of all 82 atoms, in Å:
Hg (-1.318, 2.836, -5.432)
C (-2.184, 1.382, -6.728)
C (-1.287, 0.723, -5.812)
C (0.082, 0.236, -6.263)
C (1.151, 1.347, -6.409)
C (0.656, 2.772, -6.182)
C (-0.210, 3.368, -7.168)
C (-0.606, 2.566, -8.410)
C (-1.779, 1.565, -8.185)
C (1.504, 0.339, -0.030)
H (-3.255, 1.233, -6.540)
H (-1.727, 0.113, -5.010)
H (-0.001, -0.348, -7.194)
H (0.438, -0.488, -5.510)
H (1.945, 1.166, -5.672)
H (1.654, 1.245, -7.385)
H (1.363, 3.412, -5.638)
H (-0.163, 4.457, -7.296)
H (0.277, 2.049, -8.821)
H (-0.910, 3.266, -9.208)
H (-2.649, 1.961, -8.732)
H (-1.530, 0.605, -8.663)
H (0.701, 1.070, -0.135)
H (2.352, 0.776, 0.503)
H (1.113, -0.515, 0.521)
P (-2.124, -1.331, -2.738)
P (1.998, -0.245, -1.621)
C (-0.660, -0.984, -1.751)
C (0.550, -0.967, -2.366)
C (-2.804, -2.953, -2.357)
C (-3.189, -3.789, -3.430)
C (-3.775, -5.018, -3.152)
C (-3.974, -5.418, -1.826)
C (-3.550, -4.611, -0.770)
C (-2.965, -3.372, -1.033)
C (-3.275, -0.095, -2.054)
C (-3.100, 1.180, -2.622)
C (-3.340, 2.312, -1.856)
C (-3.926, 2.153, -0.594)
C (-4.464, 0.901, -0.247)
C (-4.147, -0.249, -0.969)
C (3.361, -1.404, -1.363)
C (3.087, -2.756, -1.095)
C (4.143, -3.635, -0.847)
C (5.466, -3.174, -0.841)
C (5.736, -1.819, -1.056)
C (4.685, -0.932, -1.299)
C (2.660, 1.140, -2.567)
C (2.297, 2.454, -2.224)
C (2.914, 3.528, -2.865)
C (3.852, 3.301, -3.875)
C (4.169, 1.994, -4.260)
C (3.568, 0.912, -3.616)
H (-0.808, -0.738, -0.681)
H (0.640, -1.438, -3.359)
H (-3.022, -3.465, -4.460)
H (-4.063, -5.670, -3.975)
H (-4.445, -6.372, -1.615)
H (-3.658, -4.936, 0.264)
H (-2.622, -2.731, -0.218)
H (-2.703, 1.265, -3.648)
H (-3.068, 3.299, -2.254)
H (-3.979, 3.002, 0.097)
H (-5.130, 0.813, 0.604)
H (-4.528, -1.232, -0.696)
H (2.049, -3.101, -1.085)
H (3.933, -4.686, -0.649)
H (6.288, -3.867, -0.655)
H (6.761, -1.444, -1.031)
H (4.892, 0.129, -1.447)
H (1.558, 2.625, -1.439)
H (2.666, 4.547, -2.563)
H (4.341, 4.142, -4.366)
H (4.892, 1.811, -5.056)
H (3.823, -0.113, -3.906)
F (-1.934, -1.125, 3.744)
Te (-1.613, 0.070, 2.299)
F (-1.675, 1.485, 3.569)
F (-1.327, 1.477, 1.015)
F (-3.502, 0.351, 2.192)
F (0.262, 0.064, 2.678)
O (-1.499, -1.223, 1.025)



2.
Below is a molecular structure, C35H37IInN3O6S, with properties calculated with ωB97M-V/def2-TZVPD.

Net charge: -2
Total energy: -2857.79341 Eh
Strongest force on any atom: 0.62 eV Å⁻¹

Positions of all 84 atoms, in Å:
In (0.261, 0.140, 0.614)
C (-1.384, -1.777, 3.723)
C (-1.446, -2.822, 2.647)
C (-1.359, -4.168, 2.975)
C (-1.467, -5.153, 2.003)
C (-1.718, -4.787, 0.691)
C (-1.818, -3.444, 0.330)
C (-2.186, -3.073, -1.083)
C (-1.618, -2.458, 1.302)
N (-1.610, -1.077, 0.942)
C (-2.709, -0.395, 1.287)
O (-3.762, -0.876, 1.727)
C (-2.646, 1.103, 1.115)
C (-3.524, 1.866, 1.867)
C (-3.508, 3.237, 1.695)
C (-2.711, 3.765, 0.696)
C (-1.884, 2.933, -0.052)
N (-1.793, 1.616, 0.221)
C (-1.292, 3.581, -1.315)
O (-1.610, 4.782, -1.498)
N (-0.625, 2.786, -2.114)
C (-0.246, 3.271, -3.365)
C (0.644, 4.352, -3.540)
C (1.125, 5.183, -2.379)
C (1.109, 4.660, -4.814)
C (0.706, 3.948, -5.934)
C (-0.221, 2.928, -5.774)
C (-0.717, 2.599, -4.518)
C (-1.798, 1.552, -4.391)
H (-0.931, -2.182, 4.629)
H (-2.397, -1.431, 3.952)
H (-0.808, -0.906, 3.408)
H (-1.197, -4.448, 4.011)
H (-1.376, -6.202, 2.269)
H (-1.855, -5.550, -0.070)
H (-2.751, -3.882, -1.552)
H (-1.296, -2.876, -1.683)
H (-2.794, -2.167, -1.094)
H (-4.177, 1.360, 2.562)
H (-4.146, 3.879, 2.292)
H (-2.721, 4.809, 0.427)
H (0.580, 4.960, -1.468)
H (0.977, 6.244, -2.595)
H (2.191, 5.018, -2.201)
H (1.821, 5.475, -4.925)
H (1.106, 4.186, -6.914)
H (-0.572, 2.370, -6.640)
H (-2.750, 1.943, -4.763)
H (-1.933, 1.279, -3.345)
H (-1.561, 0.651, -4.970)
O (1.927, 2.359, 3.292)
C (1.306, 1.303, 3.221)
O (0.193, 1.117, 2.584)
C (1.816, 0.113, 4.014)
C (2.234, 0.374, 5.318)
C (2.637, -0.637, 6.178)
C (2.635, -1.948, 5.713)
C (2.264, -2.220, 4.407)
C (1.860, -1.205, 3.518)
S (1.522, -1.728, 1.874)
H (2.234, 1.409, 5.642)
H (2.945, -0.407, 7.191)
H (2.925, -2.761, 6.372)
H (2.275, -3.238, 4.032)
C (-0.314, -0.556, -2.491)
O (0.377, -1.456, -1.620)
C (1.262, -2.297, -2.351)
C (2.136, -3.154, -1.472)
O (3.168, -2.388, -0.933)
C (4.134, -3.156, -0.264)
H (-0.757, -1.102, -3.333)
H (0.359, 0.219, -2.868)
H (-1.107, -0.079, -1.913)
H (1.886, -1.701, -3.023)
H (0.643, -2.977, -2.954)
H (2.560, -3.951, -2.104)
H (1.532, -3.624, -0.681)
H (3.683, -3.772, 0.520)
H (4.832, -2.460, 0.196)
H (4.677, -3.801, -0.972)
I (2.963, 1.304, -1.867)
C (1.793, 1.541, -0.111)
H (1.303, 2.504, -0.221)
H (2.493, 1.576, 0.722)



3.
Below is a molecular structure, C35H38FN3O3RuSi in a non-equilibrium geometry, with properties calculated with ωB97M-V/def2-TZVPD.

Multiplicity: 6
Net charge: +1
Total energy: -2230.14756 Eh
Strongest force on any atom: 7.36 eV Å⁻¹

Positions of all 82 atoms, in Å:
C (0.488, 1.597, 0.305)
C (1.016, 1.901, -0.987)
C (-0.099, 1.709, -1.950)
H (2.017, 2.325, -1.203)
C (-1.157, 1.005, -1.185)
C (-0.804, 1.033, 0.202)
H (-1.472, 0.773, 1.034)
H (0.955, 1.806, 1.263)
H (-0.255, 2.262, -2.901)
H (-2.134, 0.698, -1.553)
Ru (0.630, -0.198, -1.995)
C (-1.078, -2.088, -2.233)
H (-2.154, -2.384, -2.436)
H (-1.154, -1.696, -1.146)
H (-0.420, -2.957, -1.878)
Si (0.594, -0.240, -4.120)
C (1.687, -1.032, -5.379)
C (2.679, -0.151, -5.816)
H (2.761, 0.827, -5.362)
C (3.553, -0.559, -6.809)
H (4.321, 0.122, -7.136)
C (3.449, -1.850, -7.333)
H (4.177, -2.173, -8.075)
C (2.453, -2.728, -6.894)
H (2.401, -3.729, -7.328)
C (1.560, -2.344, -5.884)
H (0.802, -3.067, -5.517)
C (-0.852, 0.433, -5.124)
C (-0.682, 0.600, -6.507)
H (0.290, 0.391, -6.930)
C (-1.725, 1.043, -7.320)
H (-1.570, 1.174, -8.401)
C (-2.988, 1.271, -6.748)
H (-3.832, 1.535, -7.390)
C (-3.145, 1.209, -5.353)
H (-4.111, 1.504, -4.915)
C (-2.093, 0.753, -4.555)
H (-2.228, 0.687, -3.483)
H (1.957, 0.244, -3.015)
H (-0.447, -1.747, -3.057)
F (-0.515, 2.064, 6.200)
C (-0.341, 0.732, 5.870)
C (-0.485, 0.387, 4.543)
C (-0.151, -0.929, 4.163)
C (-0.339, -1.378, 2.796)
O (-1.266, -1.030, 2.055)
C (0.641, -2.350, 2.365)
C (1.000, -3.279, 3.294)
N (0.752, -3.121, 4.639)
C (0.994, -4.188, 5.515)
C (0.835, -5.606, 5.042)
C (2.204, -5.046, 5.295)
C (0.359, -1.845, 5.088)
C (0.448, -1.485, 6.439)
C (0.012, -0.214, 6.871)
N (-0.021, 0.094, 8.235)
C (1.056, -0.367, 9.080)
C (0.553, -0.640, 10.490)
N (-0.154, 0.580, 10.938)
C (-1.283, 1.021, 10.095)
C (-0.712, 1.269, 8.699)
C (0.838, -2.513, 0.859)
O (0.790, -3.714, 0.472)
O (0.991, -1.350, 0.355)
H (-0.794, 1.098, 3.786)
H (1.508, -4.202, 2.971)
H (0.702, -4.009, 6.548)
H (0.440, -6.293, 5.790)
H (0.512, -5.784, 4.013)
H (2.830, -4.846, 4.412)
H (2.701, -5.386, 6.209)
H (0.824, -2.209, 7.158)
H (1.870, 0.391, 9.114)
H (1.483, -1.281, 8.662)
H (-0.158, -1.468, 10.536)
H (1.391, -0.832, 11.169)
H (-0.485, 0.436, 11.893)
H (0.532, 1.337, 10.914)
H (-1.694, 1.942, 10.527)
H (-2.038, 0.228, 10.117)
H (-0.022, 2.140, 8.749)
H (-1.555, 1.516, 8.039)



4.
Below is a molecular structure, C35H38LuN4 in a non-equilibrium geometry, with properties calculated with ωB97M-V/def2-TZVPD.

Net charge: -1
Total energy: -2810.79018 Eh
Strongest force on any atom: 4.73 eV Å⁻¹

Positions of all 78 atoms, in Å:
Lu (0.242, -0.772, -0.079)
N (1.236, -3.265, 3.802)
N (-0.237, -2.539, -2.121)
C (1.232, 1.898, -0.166)
C (2.322, 1.032, 0.149)
C (2.314, 0.836, 1.569)
C (3.269, 0.088, 2.348)
H (4.106, -0.321, 1.775)
H (2.593, -1.224, 2.688)
H (3.501, 0.458, 3.347)
C (1.116, 1.405, 2.082)
C (0.667, 1.290, 3.493)
H (1.216, 1.968, 4.165)
H (0.824, 0.269, 3.874)
H (-0.404, 1.504, 3.599)
C (0.497, 2.129, 1.041)
C (-0.659, 3.039, 1.219)
H (-1.505, 2.512, 1.687)
H (-1.005, 3.446, 0.262)
H (-0.412, 3.895, 1.871)
C (3.384, 0.550, -0.777)
H (4.264, 1.220, -0.811)
H (3.013, 0.462, -1.811)
H (3.753, -0.443, -0.473)
C (1.033, 2.595, -1.463)
H (-0.030, 2.817, -1.630)
H (1.372, 1.972, -2.303)
H (1.584, 3.553, -1.536)
C (0.141, -3.511, 4.494)
H (0.243, -3.375, 5.590)
C (-1.044, -3.918, 3.823)
H (-1.869, -4.259, 4.463)
C (-1.115, -3.853, 2.420)
H (-2.029, -4.236, 1.930)
C (-0.079, -3.232, 1.702)
H (-0.108, -3.192, 0.603)
C (1.108, -2.831, 2.491)
C (2.311, -2.173, 2.167)
H (2.647, -2.409, 1.203)
C (-0.424, -1.259, -2.498)
C (0.851, -2.920, -2.960)
H (1.570, -3.637, -2.671)
C (0.815, -2.256, -4.135)
H (1.179, -2.550, -5.126)
N (0.001, -1.136, -3.804)
C (-0.071, 0.122, -4.413)
C (1.032, 0.582, -5.166)
C (0.854, 1.792, -5.808)
H (1.609, 2.111, -6.550)
C (-0.285, 2.568, -5.566)
C (-0.513, 3.777, -6.378)
H (-1.057, 4.515, -5.800)
H (-1.094, 3.535, -7.268)
H (0.448, 4.170, -6.693)
C (-1.217, 2.199, -4.584)
H (-2.083, 2.846, -4.356)
C (-1.104, 0.985, -3.941)
C (-2.039, 0.637, -2.810)
H (-2.134, -0.451, -2.571)
H (-3.053, 0.990, -3.072)
H (-1.819, 1.158, -1.852)
C (2.332, -0.180, -5.180)
H (2.226, -1.217, -5.523)
H (2.861, -0.200, -4.205)
H (3.010, 0.289, -5.910)
N (-1.282, -0.505, 1.594)
C (-1.899, -0.458, 2.619)
C (-2.627, -0.566, 3.848)
C (-4.040, -0.441, 3.898)
C (-4.746, -0.664, 5.087)
C (-4.076, -1.025, 6.261)
C (-2.682, -1.109, 6.245)
C (-1.967, -0.851, 5.070)
H (-4.580, -0.169, 2.990)
H (-5.834, -0.562, 5.107)
H (-4.632, -1.229, 7.182)
H (-2.144, -1.382, 7.156)
H (-0.875, -0.889, 5.094)



> Which of these has the highest total energy?

C35H38FN3O3RuSi